[1]
{
  "formula": "CH6N4",
  "method": "ωB97M-V with the def2-TZVPD basis set",
  "elements": ["C", "N", "N", "N", "N", "H", "H", "H", "H", "H", "H"],
  "positions_angstrom": [[-1.092, -0.072, -1.016], [2.876, 0.225, 0.631], [-0.727, 0.452, 0.278], [-2.753, -0.766, 0.842], [-1.818, -0.184, 0.204], [-0.593, -0.922, -1.602], [2.824, 0.923, -0.124], [-1.559, 0.739, -1.603], [2.295, 0.538, 1.360], [3.928, 0.184, 0.903], [-3.381, -1.117, 0.126]],
  "atomic_forces_ev_per_a": [[-0.9, 0.7, -2.5], [3.2, -0.2, -1.5], [0.2, -0.4, 1.9], [0.7, 1.1, 0.1], [0.3, -1.4, -0.1], [-0.6, 1.1, 1.4], [0.0, -0.5, 0.5], [0.4, -0.8, -0.6], [-0.5, 0.5, 1.3], [-2.8, 0.2, -0.3], [0.0, -0.2, -0.1]],
  "nbo_charge": [-0.149, -1.080, -0.234, -0.465, 0.151, 0.199, 0.354, 0.169, 0.365, 0.360, 0.328],
  "homo_lumo_gap_ev": 10.35,
  "total_charge": 0,
  "largest_force_ev_per_a": 3.6,
  "e_above_lowest_ev": 3.780,
  "spin_multiplicity": 1,
  "e_tot_ha": -260.56290
}

[2]
{
  "formula": "CH6N4O",
  "method": "ωB97M-V with the def2-TZVPD basis set",
  "elements": ["N", "N", "N", "C", "O", "N", "H", "H", "H", "H", "H", "H"],
  "positions_angstrom": [[-0.205, 1.016, 0.632], [-0.379, 1.061, 1.936], [1.521, -1.241, -1.343], [0.522, -0.578, -0.750], [-1.843, 0.168, -0.366], [0.752, 0.183, 0.285], [-2.137, 0.921, -0.890], [-0.289, 0.194, 2.462], [-1.086, 1.719, 2.225], [1.336, -1.759, -2.184], [2.474, -1.120, -1.031], [-0.665, -0.565, -0.977]],
  "atomic_forces_ev_per_a": [[-0.2, 0.9, 0.2], [-0.3, -0.4, -0.7], [0.0, 0.0, 0.0], [-1.0, 0.5, 0.3], [-0.2, 0.0, 0.5], [0.2, -1.0, -0.3], [0.1, 0.0, 0.1], [0.1, 0.1, -0.1], [0.0, -0.1, -0.1], [0.1, 0.0, 0.2], [-0.2, 0.0, -0.2], [1.3, 0.0, 0.0]],
  "nbo_charge": [0.186, -0.532, -0.778, 0.230, -1.003, -0.415, 0.444, 0.365, 0.390, 0.403, 0.397, 0.313],
  "homo_lumo_gap_ev": [8.46, 8.45],
  "total_charge": 0,
  "largest_force_ev_per_a": 1.3,
  "e_above_lowest_ev": 4.900,
  "spin_multiplicity": 1,
  "e_tot_ha": -335.81654
}

[3]
{
  "formula": "CH6N4O",
  "method": "ωB97M-V with the def2-TZVPD basis set",
  "elements": ["C", "N", "N", "N", "N", "O", "H", "H", "H", "H", "H", "H"],
  "positions_angstrom": [[-8.196, -3.562, 7.710], [12.110, 5.453, -10.984], [-9.271, -3.724, 8.453], [12.556, 4.340, -10.917], [-9.989, -2.814, 7.704], [-8.765, -2.640, 6.978], [-6.680, -4.526, 7.085], [12.468, 6.171, -11.744], [-9.533, -4.241, 9.352], [13.335, 3.737, -11.493], [12.226, 3.696, -10.212], [-10.261, -1.889, 8.067]],
  "atomic_forces_ev_per_a": [[2.2, -2.3, -1.1], [0.0, 2.1, -1.0], [0.5, -1.7, 3.4], [2.8, -2.6, -1.8], [0.0, 0.3, -1.3], [0.1, 0.9, -1.4], [-3.4, 2.2, 1.6], [-0.2, -2.1, 1.3], [0.3, 0.9, -1.9], [-1.7, 2.5, 0.6], [-0.9, 0.2, 0.9], [0.3, -0.4, 0.7]],
  "nbo_charge": [0.467, -0.039, -0.422, -0.249, -0.060, -0.273, 0.393, 0.422, 0.486, 0.440, 0.426, 0.410],
  "homo_lumo_gap_ev": 9.47,
  "total_charge": 2,
  "largest_force_ev_per_a": 4.4,
  "e_above_lowest_ev": 2.471,
  "spin_multiplicity": 1,
  "e_tot_ha": -335.01796
}